Record 1
Below is a single C9H12N2O2S molecule in a non-equilibrium geometry, with properties calculated with ωB97M-V with the def2-TZVPD basis set.

Positions of all 26 atoms, in Å:
H 0.91 -5.48 0.36
C 0.54 0.13 0.03
S 2.76 1.40 -0.11
H 4.08 1.00 -0.08
H 1.85 -5.04 -0.94
C -0.32 -1.09 0.23
C -1.64 1.50 0.31
H -3.34 2.67 -0.34
O 2.75 2.14 1.13
C -0.11 1.42 0.16
C 0.82 -3.38 0.04
H -2.02 3.64 0.32
C 1.57 -4.71 -0.03
H -2.31 0.02 -1.29
H -1.84 3.04 -1.29
O 2.49 2.11 -1.30
H 0.45 1.87 1.10
C -2.31 0.18 -0.16
H 0.09 2.14 -0.75
N -1.63 -1.00 0.31
H 2.54 -4.59 0.71
H -3.33 0.07 0.25
N 2.01 -0.07 -0.04
H -1.94 1.61 1.36
C -2.28 2.82 -0.31
C 0.18 -2.40 0.33

* Kohn-Sham gap (spin up / spin down): 8.02 / 8.02 eV
* SMILES: CC#CC1=NC[C@H](C)C/C1=N\[SH](=O)=O
* E_tot: -27432.365 eV
* relative energy (zero: lowest compared OMol25 entry of this formula, charge and spin): 134.1 kcal per mole

---

Record 2
Below is a molecular structure, C11H29FLiO4Zn in a non-equilibrium geometry, with properties calculated with ωB97M-V with the def2-TZVPD basis set.

Positions of all 47 atoms, in Å:
H -12.19 11.73 -13.29
O -13.77 12.61 -7.15
H -16.21 9.28 -14.65
C -10.50 10.70 -11.38
H -11.54 16.21 -8.80
C -17.30 10.05 -12.31
H -11.31 12.15 -7.86
H -10.32 10.51 -10.33
C -11.30 11.97 -11.33
H -13.16 13.39 -4.81
H -14.44 9.05 -14.00
H -12.30 10.68 -7.95
H -11.04 9.82 -11.72
O -12.49 11.72 -10.60
H -12.66 15.26 -7.90
H -12.92 10.97 -11.02
C -13.30 15.51 -9.92
C -12.24 13.05 -5.28
H -15.75 8.22 -13.55
H -10.69 12.72 -13.22
H -13.84 16.40 -9.60
H -18.07 10.21 -13.06
C -12.22 15.36 -8.89
Li -13.82 12.58 -9.24
C -15.82 10.24 -12.68
H -12.78 15.62 -10.86
H -11.55 12.55 -4.59
C -12.81 12.01 -6.21
H -15.56 11.29 -12.84
Zn -16.17 13.85 -10.55
H -9.55 10.86 -11.89
H -14.63 12.61 -6.72
H -11.69 13.83 -5.81
O -14.97 10.14 -11.55
F -15.74 11.97 -9.87
H -17.48 9.01 -12.03
C -11.65 12.51 -12.75
H -10.72 12.77 -10.86
C -15.50 9.24 -13.83
H -11.68 14.42 -9.02
O -14.25 14.50 -9.91
H -12.18 13.46 -12.68
H -15.31 10.76 -10.89
H -13.25 11.16 -5.70
C -11.80 11.38 -7.28
H -17.54 10.66 -11.44
H -11.03 10.72 -6.87

* Kohn-Sham gap (spin up / spin down): 7.45 / 8.03 eV
* E_tot: -71408.494 eV
* multiplicity: 2
* expectation value of S²: 0.752

---

Record 3
Below is a molecular structure, C8H14CuN3O4 in a non-equilibrium geometry, with properties calculated with ωB97M-V with the def2-TZVPD basis set.

Positions of all 30 atoms, in Å:
C -0.60 0.60 1.47
C -0.95 1.36 2.61
C -0.92 1.07 0.07
N -1.17 -1.77 -2.58
H 1.66 0.03 -2.41
H -2.12 -1.55 -2.28
H -0.99 1.51 4.79
H -0.77 -2.34 -1.83
H -1.21 -2.32 -3.43
C 1.90 1.10 -2.37
O -1.21 2.24 -0.15
H 0.45 -1.21 0.85
N 0.17 0.11 -4.69
O 0.84 -1.92 5.54
C -0.01 -0.32 4.10
C 0.10 -0.61 1.69
C -0.68 0.92 3.91
H 0.52 -0.79 -5.05
H 0.90 -2.04 3.13
H -0.72 0.29 -5.18
Cu -0.26 0.07 -2.67
H -1.43 2.33 2.46
O -0.11 -0.13 6.40
O -0.82 0.09 -0.79
H 2.36 1.30 -1.40
H 0.97 1.70 -2.45
H 2.63 1.38 -3.12
N 0.26 -0.81 5.42
H 0.84 0.81 -5.02
C 0.38 -1.09 2.98

* total charge: -1
* Kohn-Sham gap (spin up / spin down): 2.38 / 5.92 eV
* E_tot: -65821.760 eV
* multiplicity: 2
* relative energy (zero: lowest compared OMol25 entry of this formula, charge and spin): 0.0 kcal per mole
* expectation value of S²: 0.771

---

Record 4
Below is a molecular structure, C32H90HgO14 in a non-equilibrium geometry, with properties calculated with ωB97M-V with the def2-TZVPD basis set.

Positions of all 137 atoms, in Å:
H 5.55 2.21 2.53
H -6.43 -0.84 0.96
H 0.34 0.72 9.95
H 2.06 -4.69 -1.54
H 6.53 3.23 1.76
H 0.70 -2.21 1.62
C 3.57 -2.67 3.00
H -1.16 5.26 -2.93
O -2.28 1.64 -1.49
H 0.40 4.28 -4.88
H -3.01 3.54 -3.17
H -2.67 0.68 0.41
H -1.43 -3.34 3.34
H -3.92 2.63 1.25
H 0.43 3.20 9.96
C 6.25 2.20 1.72
H 0.07 3.94 3.80
H 1.35 2.85 -4.59
H -3.48 3.56 -0.23
H -1.53 -1.06 -5.92
H 5.40 4.19 -0.22
H 1.58 -0.33 -6.81
H -4.62 -3.43 1.45
H 0.64 2.95 -1.10
H 2.01 0.60 -5.31
H 5.45 -3.61 3.47
O 3.44 0.49 -2.62
H -0.80 1.29 2.56
H -1.01 0.32 -4.15
O -0.16 -1.77 1.49
H 1.34 1.31 4.11
H -0.38 -2.40 -6.19
H -4.20 3.85 -4.53
C 4.96 -3.21 -2.79
C -1.27 -2.68 1.36
H 0.01 -0.47 0.19
H 1.60 0.45 8.87
H -1.17 4.46 -1.38
O 4.84 0.93 0.24
H -1.96 2.38 -5.09
H 5.62 -3.91 -2.25
C -0.73 -1.69 -5.49
H 0.50 0.96 -6.29
O 3.57 -2.29 -1.03
H -3.54 1.84 -5.55
H 1.52 0.44 2.59
H -2.19 -2.13 1.41
H -0.98 2.64 4.46
H -1.43 1.17 -1.36
H 3.12 -3.53 3.47
H -0.01 -0.05 8.44
C 3.44 -1.60 4.08
H -3.48 -1.01 -4.00
C 0.35 -0.73 -4.96
C -1.16 -3.29 -0.09
H -2.18 -4.36 2.15
O -0.15 -0.01 -3.86
H 5.49 -2.30 -2.78
H 5.67 -2.14 2.50
H 0.71 2.18 7.27
H -0.21 -3.78 -0.20
H 6.47 2.04 -0.39
H 0.99 -1.46 -4.46
C -3.20 2.74 0.44
H -1.33 -2.51 -0.87
H -0.42 -4.43 2.34
H -0.54 2.92 -3.24
C -5.30 -1.75 2.63
Hg 1.72 0.34 -1.64
C 3.60 -3.12 -2.17
H -3.76 -1.89 3.86
H 3.59 -0.57 3.69
H 4.15 3.30 0.81
H 4.08 -1.72 4.97
H 2.38 -1.63 4.45
H 4.98 -3.57 -3.81
H 3.44 -2.83 -0.25
C 0.20 3.58 -2.87
H 3.46 1.37 -3.02
C -6.28 -2.38 -3.26
O -4.09 -1.81 -3.90
C 1.18 0.18 -5.86
H 3.59 -4.76 -0.85
H -4.60 -2.13 -1.94
H -4.09 1.01 -0.51
C -3.07 1.42 -0.29
H -6.35 -3.31 1.47
O 0.87 3.20 9.08
H 2.91 -2.57 -2.77
C 0.58 0.72 8.91
C -5.01 -1.69 -2.86
H -5.44 -4.00 2.91
O 2.79 -2.49 1.79
H -4.77 -1.35 0.71
H 7.05 1.51 1.97
H 5.10 -3.58 1.73
C 3.09 -4.52 -1.81
C 4.82 3.29 -0.05
C -2.95 2.10 -4.70
H -7.13 -2.05 -2.68
C 5.03 -3.03 2.67
H -6.06 -1.63 3.38
O -2.83 0.92 -3.92
H 0.16 5.40 -1.79
H -2.72 1.15 -2.99
O -3.97 -1.45 3.03
C 0.31 2.13 8.32
H -4.53 2.50 -3.52
O 0.08 2.62 1.29
H -5.07 0.04 1.75
C -5.44 -3.22 2.12
O 1.05 2.98 -1.95
C -0.55 4.74 -2.23
C -5.45 -0.90 1.37
H 3.24 -5.36 -2.47
H 4.22 3.09 -0.97
O -0.05 0.17 -0.52
C -0.02 2.06 2.56
C -0.57 3.11 3.54
H 4.87 0.49 -0.60
H -5.28 -0.64 -2.54
C 1.08 3.83 -4.14
C 1.29 1.41 3.00
H 0.06 1.88 0.66
C -3.68 3.14 -3.91
H 2.11 2.09 2.72
H -6.24 -3.45 -3.12
H -6.47 -2.18 -4.36
H -1.79 -4.12 -0.24
H 1.95 4.44 -4.02
H 3.06 -1.63 1.42
C -1.31 -3.76 2.38
H -2.27 3.00 0.90
H -1.18 -2.16 -4.62
H -0.82 2.36 8.32
C 5.65 2.06 0.30
H -1.55 3.43 3.00

* Kohn-Sham gap: 9.95 eV
* E_tot: -67480.314 eV

---

Look up the E_tot of the first one. -27432.365 eV